# 1
The following is a quantum chemistry calculation of C26H22ClCrO3Si as an isolated structure, from OMol25.

Geometry as XYZ:
```
54
Properties=species:S:1:pos:R:3:forces:R:3
O -3.651986 -2.547687 -1.006151 2.58 1.54 3.68
C -3.076256 -2.101112 -0.088291 -5.36 -1.93 -6.76
Cr -1.921391 -1.683137 1.355162 -0.32 -2.06 1.09
C -0.606487 -2.771708 0.572825 4.76 -3.76 -2.36
O 0.183515 -3.517092 0.134355 -2.79 2.62 1.51
C -2.576513 -3.301048 2.084857 -1.07 -5.26 1.29
O -2.891741 -4.392658 2.353588 0.91 4.06 -0.69
C -3.068679 0.031918 2.120080 -0.94 1.58 0.23
C -2.322278 0.418389 1.006892 -0.09 1.22 0.01
C -0.941081 0.167661 0.967582 1.46 0.45 0.05
C -0.311303 -0.383131 2.119110 2.27 0.24 0.60
C 1.124563 -0.697351 2.122751 0.20 0.45 -1.10
C 2.279952 -0.938472 1.809323 -1.53 0.30 0.85
C 3.527737 -1.559837 1.357870 -0.62 0.08 -0.35
C 4.085662 -1.014318 0.046599 0.28 0.30 -0.72
C 5.463513 -1.039582 -0.145332 -0.18 -0.25 -0.21
C 6.017481 -0.753274 -1.398389 -0.05 0.36 -0.26
C 5.210896 -0.327520 -2.466790 -0.36 -0.54 0.46
C 3.817443 -0.320014 -2.297381 0.12 -0.04 0.73
C 3.257330 -0.693576 -1.050038 0.52 -0.14 -0.26
C -1.103039 -0.944082 3.140420 1.40 0.52 0.84
C -2.487160 -0.684753 3.161948 -0.16 -0.29 0.60
H -4.127480 0.253918 2.157715 -0.01 -0.10 -0.06
H -2.779410 0.886510 0.143255 -0.15 -0.07 0.15
H -0.319880 0.401818 0.089115 -0.44 0.07 0.60
H 4.250733 -1.770665 2.183239 -0.45 0.44 -0.81
H 6.044448 -1.395789 0.705251 0.34 0.29 -0.34
H 7.087576 -0.843321 -1.574552 -0.17 0.05 0.24
H 5.639517 -0.105663 -3.452649 -0.13 -0.01 0.60
H 3.190188 -0.019511 -3.143980 0.10 -0.27 0.47
H 2.181878 -0.853350 -0.956338 0.15 0.39 -0.03
H -0.589864 -1.565536 3.887829 -0.49 0.53 -0.17
H -3.062358 -1.102096 3.978683 -0.21 0.24 -0.09
H 3.065883 -2.476917 1.005378 0.34 -1.06 0.25
Si 4.513465 -5.491718 2.113473 -1.79 2.29 -1.02
C 4.633888 -5.643766 0.185815 0.60 -0.55 0.63
C 5.787463 -4.681972 3.243464 0.17 -0.77 -0.20
C 2.741541 -5.740811 2.769978 0.72 -0.99 -0.04
C 2.717816 -7.117707 3.106479 -0.42 0.70 0.01
C 1.583727 -7.705559 3.664856 0.04 0.05 -0.02
C 0.442624 -6.926659 3.889175 0.60 0.41 -0.31
Cl -0.937491 -7.629043 4.614291 -0.10 -0.06 0.02
C 0.414057 -5.567045 3.528769 1.04 -0.24 -0.35
C 1.561197 -4.982285 2.962548 0.32 -0.17 0.09
H 3.688997 -5.368018 -0.330398 0.31 -0.33 0.75
H 5.440159 -5.041765 -0.288149 -0.26 -0.40 0.65
H 4.858737 -6.726023 -0.019055 -0.25 0.83 -0.08
H 5.329127 -4.056270 4.018736 -0.31 -0.49 -0.06
H 6.343904 -5.515012 3.733022 -0.18 0.57 -0.06
H 6.525383 -4.034906 2.749932 -0.16 -0.48 -0.33
H 3.612087 -7.723692 2.916915 -0.24 -0.22 0.18
H 1.588280 -8.759400 3.928358 -0.07 0.18 -0.02
H -0.492126 -4.993094 3.696609 0.19 -0.07 -0.04
H 1.557687 -3.931091 2.668199 -0.12 -0.22 0.19
```
Forces are in eV/Å.

As for the expectation value of S²: 3.81. Its charge is +2. The calculation puts the HOMO energy (alpha / beta) at -0.4572 / -0.5076 Eh. The calculation puts the total energy at -82261.9308 eV. Its spin multiplicity is 4.

The Löwdin scheme yields these atomic charges, measured in e: 0.204 -0.042 0.295 -0.073 0.163 -0.067 0.191 -0.075 -0.102 -0.057 -0.254 0.058 0.028 -0.137 -0.236 -0.055 -0.062 -0.066 -0.058 -0.035 -0.091 -0.084 0.153 0.152 0.162 0.136 0.106 0.111 0.118 0.112 0.099 0.159 0.151 0.102 1.055 -0.150 -0.157 -0.270 -0.116 -0.068 -0.653 0.760 -0.077 -0.069 0.053 0.051 0.057 0.053 0.062 0.050 0.105 0.124 0.094 0.087

# 2
The following is a quantum chemistry calculation of a 2-piece molecular cluster, C6H16 overall, from OMol25.

Geometry as XYZ:
```
22
Properties=species:S:1:pos:R:3:forces:R:3
C 0.151043 -0.343724 -2.617122 1.90 2.90 0.25
C 1.370929 0.256258 -1.813230 -0.26 -0.49 -0.75
C 2.124919 -0.923756 -1.157346 0.70 0.57 -0.53
H 0.625878 -0.899087 -3.408948 -0.42 -0.90 -0.11
H -0.258695 0.560254 -3.110643 -0.71 -0.78 0.30
H -0.481990 -0.846625 -1.908382 -0.56 -0.39 -0.32
H 2.046947 0.767104 -2.571030 -0.66 -0.61 0.95
H 1.028881 1.052856 -1.119726 0.27 -0.63 -0.15
H 1.822807 -1.287122 -0.183913 -0.66 0.19 0.18
H 2.139172 -1.784708 -1.838259 -0.08 0.18 0.09
H 3.157662 -0.630670 -1.027390 0.46 -0.02 0.12
C -0.062922 0.675252 2.096746 0.96 -1.40 3.19
C -1.484223 0.919582 1.677700 0.00 2.70 1.46
C -2.272842 -0.365784 1.684450 2.39 0.00 -0.76
H 0.759849 1.396982 2.174640 -0.78 0.60 -0.62
H 0.416205 -0.225636 1.711566 -0.25 -0.13 -0.34
H -0.253913 0.440483 3.239700 0.86 0.01 -1.92
H -1.746575 1.682387 2.498827 -0.68 -1.17 -1.09
H -1.698680 1.509814 0.786027 0.55 -0.34 -0.45
H -1.683152 -1.082632 1.046887 -0.71 0.18 1.02
H -2.558341 -0.696268 2.649466 0.30 -0.74 0.99
H -3.142960 -0.174959 1.189979 -2.63 0.28 -1.49
```
Forces are in eV/Å.

The SMILES is CCC.CCC. As for the energy above the lowest of the compared OMol25 structures with the same formula, charge and spin: 138.1 kJ/mol. The calculation puts the HOMO energy at -0.3997 Eh. The calculation puts the total energy at -6480.2268 eV.

The Löwdin scheme yields these atomic charges, measured in e: -0.119 -0.303 -0.134 0.057 0.070 0.057 0.109 0.090 0.050 0.069 0.055 -0.159 -0.355 -0.113 0.067 0.045 0.110 0.121 0.092 0.097 0.065 0.030

# 3
The following is a quantum chemistry calculation of C29H48BrNOP2Pb as an isolated structure, from OMol25.

Geometry as XYZ:
```
83
Properties=species:S:1:pos:R:3:forces:R:3
C 1.804562 3.879035 -0.271272 -0.21 -0.04 -0.03
C 0.781811 3.232166 -1.003532 0.91 -0.24 -0.28
C 0.932007 3.128344 -2.406053 -0.07 0.07 0.15
C 2.071323 3.681388 -3.000645 -0.33 -0.14 0.25
N 3.028662 4.278869 -2.292118 0.05 0.02 -0.04
C 2.900997 4.397110 -0.970813 -0.35 -0.17 0.12
C -0.371373 2.674895 -0.360717 -1.71 0.35 0.46
C -1.470517 2.357631 0.132755 1.84 0.43 -0.71
C -2.817566 2.450549 0.609111 -0.55 -0.31 0.32
C -3.500378 1.335288 1.143037 -0.78 -0.37 0.34
C -4.809345 1.452080 1.614413 1.20 -1.04 -0.22
C -5.453302 2.695028 1.542567 -1.70 0.31 0.64
C -4.799731 3.814612 1.004143 0.91 0.48 -0.44
C -3.490581 3.689567 0.552005 -0.41 0.55 0.03
Pb -0.038317 -0.060803 0.639801 0.11 -0.06 0.37
P 2.533901 -0.525327 -0.265569 2.22 -0.05 -0.47
H 0.164076 2.664991 -3.022769 0.13 0.09 0.12
H 1.740532 4.001295 0.808754 -0.03 -0.02 -0.22
H 2.197973 3.634952 -4.086957 0.04 0.06 0.38
H 3.696150 4.926168 -0.434524 -0.26 -0.19 -0.24
H -2.957977 4.551352 0.148842 -0.29 -0.14 0.11
H -2.994209 0.361532 1.184493 -0.34 0.39 0.08
H -5.311399 4.767334 0.950084 0.05 0.02 -0.01
H -5.327867 0.591664 2.032196 0.11 0.16 -0.08
C 3.061023 -2.251637 0.082316 -0.93 -0.21 0.68
C 4.184462 -2.861885 -0.752059 0.43 0.09 -0.35
H 2.140798 -2.853887 -0.016882 0.31 -0.04 0.04
H 3.333106 -2.284934 1.149844 -0.16 0.08 -0.22
H 4.329543 -3.895232 -0.414386 -0.10 0.21 -0.06
H 3.954158 -2.896082 -1.823086 0.04 0.04 0.22
H 5.142014 -2.344923 -0.606887 -0.32 -0.08 -0.07
C 2.732925 -0.204803 -2.063945 -1.16 -0.10 -0.24
C 4.095374 0.262252 -2.567123 0.59 0.11 0.08
H 1.963390 0.546575 -2.310832 0.23 -0.13 -0.08
H 2.437523 -1.131392 -2.581725 0.00 0.18 0.19
H 4.044909 0.353106 -3.659740 -0.08 -0.01 0.24
H 4.376012 1.247698 -2.172852 -0.06 -0.27 -0.05
H 4.896847 -0.456615 -2.349495 -0.27 0.22 -0.01
C 3.662634 0.608532 0.632883 -0.78 0.54 0.42
C 5.124766 0.197201 0.784353 0.44 -0.27 -0.14
H 3.200118 0.750543 1.625892 0.24 -0.01 -0.18
H 3.589765 1.584912 0.129679 -0.08 -0.21 0.05
H 5.645621 0.984307 1.344401 -0.18 -0.18 -0.08
H 5.247447 -0.739228 1.342928 -0.05 0.23 -0.15
H 5.638819 0.107399 -0.181696 -0.20 -0.02 0.29
Br -7.214667 2.858747 2.206347 1.62 -0.11 -0.64
P -1.570717 -1.509722 -1.156553 -1.37 -1.22 -1.00
C -0.573769 -2.513874 -2.322797 0.97 0.50 0.14
C -1.195839 -3.779020 -2.909627 -0.45 -0.33 -0.12
H 0.351120 -2.766210 -1.773571 -0.20 -0.05 -0.23
H -0.273355 -1.833393 -3.134854 -0.01 -0.07 0.22
H -0.443754 -4.268513 -3.540922 -0.12 0.13 0.17
H -1.498375 -4.502777 -2.143682 0.08 0.18 -0.15
H -2.059077 -3.563025 -3.552784 0.23 -0.02 0.24
C -2.648186 -2.664612 -0.216734 0.46 0.11 0.83
C -3.997860 -3.076676 -0.799527 -0.29 -0.11 -0.37
H -2.796906 -2.182350 0.765638 -0.03 -0.24 -0.18
H -2.037085 -3.560849 -0.025456 -0.06 0.25 0.03
H -4.500987 -3.721950 -0.067889 0.15 0.16 -0.15
H -4.662379 -2.225837 -0.991485 0.18 -0.15 0.01
H -3.895186 -3.663434 -1.722052 -0.01 0.24 0.24
C -2.649772 -0.397634 -2.138767 0.20 0.83 0.50
C -3.129926 -0.868066 -3.512533 -0.14 -0.32 -0.30
H -2.081229 0.543729 -2.231370 -0.20 -0.16 -0.13
H -3.515478 -0.159967 -1.500994 0.22 -0.07 -0.05
H -3.717250 -0.057836 -3.963030 0.18 -0.15 0.11
H -2.307751 -1.096739 -4.200935 -0.16 0.05 0.19
H -3.793150 -1.740828 -3.449441 0.26 0.21 0.04
C -2.212481 -0.804013 4.336818 0.21 -0.07 0.18
C -1.084026 0.143301 3.984354 -0.31 0.20 0.23
O -0.120871 -0.502869 3.117535 0.23 0.01 -0.83
C 1.070420 -1.005565 3.787689 0.05 -0.32 0.03
C 1.927136 0.083486 4.397277 -0.03 -0.08 0.29
H -2.683735 -1.236452 3.444869 0.04 0.12 0.13
H -2.958672 -0.258823 4.921569 0.00 -0.11 -0.08
H -1.843263 -1.623712 4.965040 -0.14 0.12 -0.17
H -1.444320 1.027423 3.437303 0.08 -0.14 0.18
H -0.561532 0.489170 4.888457 -0.20 -0.01 -0.36
H 0.726061 -1.720080 4.552031 0.21 0.11 -0.30
H 1.620527 -1.563624 3.015415 -0.21 0.05 0.15
H 1.587868 0.304647 5.414179 0.19 0.18 -0.21
H 2.950774 -0.293205 4.474958 -0.07 0.14 0.07
H 1.926967 1.009518 3.806733 0.01 -0.21 0.06
```
Forces are in eV/Å.

As for the energy above the lowest of the compared OMol25 structures with the same formula, charge and spin: 0.0 kJ/mol. Its charge is +4. The calculation puts the HOMO energy (alpha / beta) at -0.7189 / -0.7193 Eh. The calculation puts the total energy at -128213.1830 eV.

The Löwdin scheme yields these atomic charges, measured in e: 0.007 -0.239 -0.004 -0.084 0.122 -0.084 0.005 -0.040 -0.183 -0.020 -0.043 -0.567 -0.018 0.055 1.330 0.890 0.124 0.130 0.138 0.139 0.153 0.081 0.141 0.133 -0.378 -0.094 0.075 0.093 0.108 0.086 0.083 -0.372 -0.095 0.059 0.088 0.107 0.082 0.082 -0.375 -0.094 0.068 0.075 0.106 0.087 0.080 1.161 0.878 -0.384 -0.095 0.065 0.093 0.106 0.087 0.083 -0.382 -0.101 0.063 0.101 0.104 0.080 0.084 -0.382 -0.097 0.071 0.081 0.103 0.086 0.084 -0.041 -0.241 -0.412 -0.226 -0.053 0.068 0.101 0.099 0.110 0.135 0.147 0.104 0.095 0.101 0.085

# 4
The following is a quantum chemistry calculation of a 3-piece molecular cluster, C15H34Cl2N3O6P overall, from OMol25.

Geometry as XYZ:
```
61
Properties=species:S:1:pos:R:3:forces:R:3
C -2.288802 -0.830653 -2.871972 0.27 0.04 0.34
C -1.592744 -1.838737 -1.941648 -0.16 0.19 0.01
P -0.159749 -0.988683 -1.147732 0.24 -0.35 -0.19
C 1.044897 -1.553129 -2.521812 -0.29 0.06 0.46
C 2.369794 -0.826688 -2.574533 0.91 -0.03 -0.89
N 3.235134 -1.259631 -1.475222 -0.02 0.22 0.08
N 2.189583 0.625430 -2.510700 -0.42 -0.26 0.02
N 3.015616 -1.181030 -3.863451 -0.43 -0.02 0.56
C -1.254024 -0.326336 0.336733 -0.48 -0.33 0.71
Cl -1.600585 1.380394 0.258159 -0.06 -0.07 0.00
C -1.678702 -1.068900 1.373405 0.32 0.80 -0.69
C -1.316449 -2.506250 1.552289 0.05 -0.28 0.09
Cl -2.637176 -0.393371 2.662829 -0.01 0.03 0.10
H -1.744441 -0.698767 -3.800273 0.03 0.04 -0.18
H -3.307139 -1.136708 -3.077740 -0.12 -0.15 -0.20
H -2.341746 0.131391 -2.368910 -0.13 0.20 -0.05
H -1.254072 -2.719042 -2.477352 0.10 -0.09 -0.14
H -2.327385 -2.149346 -1.210215 0.09 -0.07 0.37
H 0.013463 0.367462 -1.493609 -0.04 -0.02 0.03
H 0.660453 -1.619775 -0.183560 -0.09 -0.05 0.01
H 1.250845 -2.605721 -2.335761 0.00 -0.23 -0.07
H 0.546988 -1.474334 -3.485435 -0.06 0.11 -0.21
H 3.987272 -0.586439 -1.393479 0.08 0.08 0.13
H 3.684906 -2.132374 -1.722413 -0.17 -0.23 -0.01
H 2.970985 1.100124 -2.935608 0.22 0.06 0.08
H 2.089496 0.917066 -1.546516 0.06 0.23 0.02
H 2.357998 -0.992324 -4.608009 0.09 0.07 -0.22
H 3.845893 -0.618462 -4.007938 0.09 0.05 -0.07
H -1.893169 -2.962773 2.347061 -0.14 0.00 0.11
H -0.267001 -2.616262 1.816416 0.17 0.04 0.07
H -1.481398 -3.093213 0.655230 -0.05 -0.05 -0.24
C 2.205024 3.679438 -5.148679 0.07 0.16 -0.07
C 1.640972 3.969762 -3.774431 -0.04 -0.33 -0.16
O 2.198417 5.172991 -3.223050 0.04 -0.03 0.05
C 1.655436 6.304415 -3.664420 -0.04 -0.04 0.22
O 0.741928 6.399534 -4.439905 -0.06 0.03 -0.17
O 2.280682 7.320517 -3.071323 0.06 0.07 0.01
C 1.810105 8.610945 -3.465975 0.02 0.18 0.02
H 3.295759 3.661441 -5.116700 0.00 -0.08 0.03
H 1.846256 2.713904 -5.505819 -0.01 -0.02 0.03
H 1.905761 4.444802 -5.863741 -0.07 -0.02 0.01
H 1.913749 3.178772 -3.081704 0.03 0.10 0.12
H 0.554314 4.034447 -3.793719 0.00 0.13 -0.02
H 0.732062 8.685726 -3.345890 -0.02 -0.05 -0.06
H 2.084095 8.812455 -4.500183 -0.07 -0.02 -0.03
H 2.300467 9.327058 -2.813524 0.06 -0.07 0.04
C -2.483449 -1.351500 7.992986 0.11 -0.18 0.09
C -2.758198 -1.834954 6.585413 -0.18 0.38 0.08
O -1.862855 -2.892582 6.208306 0.06 0.04 -0.05
C -2.184370 -4.099041 6.663075 -0.02 0.02 -0.23
O -3.152997 -4.380587 7.317166 -0.07 -0.04 0.16
O -1.259774 -4.960416 6.236225 0.07 -0.05 0.00
C -1.467324 -6.305987 6.669449 0.07 -0.16 -0.01
H -1.435362 -1.069821 8.099806 -0.02 0.08 -0.04
H -3.105012 -0.486424 8.222679 -0.01 0.02 -0.03
H -2.696068 -2.132317 8.722512 -0.07 0.00 -0.02
H -2.579270 -1.037166 5.867478 0.13 -0.10 -0.09
H -3.789798 -2.164129 6.468850 0.03 -0.13 0.04
H -2.469788 -6.645525 6.420037 -0.04 0.05 0.05
H -1.304110 -6.386512 7.742818 -0.08 0.01 0.02
H -0.735391 -6.912163 6.144023 0.05 0.08 -0.03
```
Forces are in eV/Å.

The SMILES is CC[PH2](CC(N)(N)N)/C(Cl)=C(\C)Cl.CCOC(=O)OC.CCOC(=O)OC. The calculation puts the HOMO energy at -0.3114 Eh. The calculation puts the total energy at -67194.0011 eV.

The Löwdin scheme yields these atomic charges, measured in e: -0.132 -0.353 0.818 -0.301 -0.743 0.071 0.058 0.066 -0.828 0.577 -0.819 -0.138 0.634 0.067 0.072 0.047 0.078 0.068 0.004 0.040 0.084 0.071 0.066 0.074 0.061 0.067 0.063 0.064 0.062 0.080 0.064 -0.064 -0.210 0.039 -0.617 0.125 0.006 -0.040 0.080 0.077 0.076 0.093 0.126 0.095 0.098 0.092 -0.063 -0.213 0.036 -0.618 0.124 0.004 -0.041 0.082 0.080 0.076 0.104 0.124 0.095 0.098 0.092